Entry 1:
{"formula": "C6H10O3", "method": "ωB97M-V with the def2-TZVPD basis set", "symbols": ["C", "O", "H", "H", "C", "O", "H", "C", "C", "H", "H", "H", "H", "O", "C", "H", "H", "C", "H"], "xyz": [[1.888469, -0.286895, 0.434108], [0.075785, -1.877636, -0.009937], [-2.370745, 0.193984, -1.490315], [0.588617, -1.062313, 1.798078], [3.070120, 0.002025, 0.436756], [-1.469039, 0.572128, 1.330731], [5.049838, 0.360198, 0.751220], [-3.025110, 0.483734, -0.703326], [-2.464855, -0.138139, 0.603505], [-4.163743, 0.155522, -0.791284], [4.203593, 1.823622, 0.087989], [0.228975, -1.645854, -0.890114], [-2.193825, -1.174095, 0.219586], [-0.381298, 0.484671, 0.381061], [0.505832, -0.682636, 0.710109], [4.732772, 0.215155, -0.775826], [-2.857174, 1.484176, -0.553176], [4.308663, 0.671488, 0.055601], [-3.117299, -0.153565, 1.481380]], "forces_ev_per_angstrom": [[1.1, 0.2, -0.1], [0.3, 1.3, 2.8], [0.0, -0.5, -1.0], [-1.2, 1.2, -1.4], [-2.1, 0.5, -1.1], [1.1, -1.1, -2.4], [0.8, 0.3, 1.2], [-1.7, -2.1, 2.0], [-1.4, -1.5, 0.2], [2.6, 0.9, -0.2], [0.2, -2.1, -0.5], [0.3, 0.2, -2.6], [0.2, 1.0, 1.7], [2.5, -1.1, 1.3], [-0.6, -1.0, 0.9], [0.2, -0.1, -2.3], [-0.5, 2.9, -0.1], [-0.6, 1.4, 2.1], [-1.2, -0.6, -0.7]], "lowdin_charge": [0.04, 0.00, 0.05, 0.19, -0.05, -0.09, 0.06, -0.06, -0.28, 0.13, 0.13, 0.06, 0.12, -0.08, -0.32, 0.05, 0.03, -0.10, 0.12], "total_charge": 0, "homo_ev": -9.9, "smiles": "CC#C[C@H](O)OOCC"}

Entry 2:
{"formula": "C21H30AuN2Si", "method": "ωB97M-V with the def2-TZVPD basis set", "symbols": ["H", "C", "H", "H", "C", "H", "H", "C", "C", "C", "H", "C", "H", "C", "H", "C", "H", "C", "C", "H", "H", "H", "H", "H", "H", "N", "H", "H", "C", "C", "C", "C", "C", "C", "Si", "H", "H", "Au", "C", "H", "H", "H", "C", "C", "H", "H", "H", "H", "H", "H", "H", "N", "C", "C", "H"], "xyz": [[-1.560114, 3.379388, -2.041191], [1.921679, -3.043703, 3.028954], [-2.876939, 2.617540, 1.722638], [0.193289, 0.442352, 2.163787], [1.621850, 3.478166, -3.344588], [2.171463, 2.236055, -0.230741], [-5.370050, 2.398752, 1.672573], [3.148742, -1.442271, -1.391259], [-2.591848, 1.610041, -0.156200], [2.335437, 2.979338, -2.245631], [-5.127928, 0.468529, -2.177516], [-0.480455, 3.218047, -2.135661], [1.655940, 0.245067, -1.591341], [0.865115, -1.839950, -1.788171], [1.586432, 0.927483, 1.142824], [-4.762694, 1.977919, 0.868929], [-2.682229, 0.838715, -2.212307], [1.622687, 2.579316, -1.107214], [0.443210, -3.143727, 3.397418], [-1.151165, -1.601909, 0.797851], [0.596220, 2.165736, 1.951997], [-0.307645, 4.119862, -4.095802], [1.784128, -0.938329, 3.186459], [0.119623, -4.176573, 3.223996], [-1.557246, -2.579835, 2.879880], [-0.339948, -2.006544, 1.262076], [0.347482, -2.960087, 4.478719], [1.128571, -3.963258, -2.372417], [2.951217, -2.826619, -1.762935], [-3.247116, 1.099404, -1.311084], [0.212778, 2.575115, -1.096592], [-0.533620, -2.202932, 2.689432], [-3.372441, 2.119705, 0.892735], [1.578515, -3.040178, -2.004551], [-0.744232, 1.443661, -0.007975], [2.146778, -3.662363, 2.154760], [2.540597, -3.405352, 3.857182], [2.527142, -1.200292, 0.690001], [-4.634775, 0.908036, -1.302269], [3.747552, -3.560894, -1.868179], [-0.493189, -1.203573, 3.138723], [4.072166, -0.863351, -1.448477], [0.558326, 1.183562, 1.459391], [0.227381, 3.640840, -3.269843], [-6.457028, 1.096061, -0.148121], [2.169321, 3.772719, -4.245833], [3.431912, 2.914178, -2.261090], [-0.050456, -2.834326, 0.747263], [-0.934584, 0.353867, -1.242533], [-0.298186, 0.055216, -0.781587], [3.295314, -1.500840, 3.072941], [2.348102, -1.651524, 2.730615], [1.813690, -0.816033, -1.410225], [-5.387073, 1.299615, -0.189565], [-0.201698, -1.679821, -1.970249]], "forces_ev_per_angstrom": [[0.4, -0.2, -0.3], [0.0, -0.2, 0.0], [-0.2, -0.1, 0.0], [0.0, 0.0, 0.1], [-0.2, 0.0, 0.1], [-0.1, 0.0, -0.3], [0.2, -0.2, -0.2], [-1.6, 1.8, 0.2], [0.2, -0.5, 0.0], [-0.4, 0.2, 0.2], [0.2, 0.2, 0.4], [0.6, -0.1, -0.4], [0.1, -0.2, 0.3], [0.5, -1.5, -0.5], [-0.8, 0.2, -0.2], [0.1, 0.0, -0.1], [-0.2, 0.1, 0.4], [0.0, 0.0, -0.5], [-0.1, -0.1, 0.2], [0.2, -0.1, 0.3], [0.3, -0.1, 0.3], [0.2, -0.2, 0.3], [-0.2, -0.2, 0.1], [0.2, 0.1, 0.1], [0.4, 0.1, 0.2], [0.7, -0.3, -0.6], [-0.1, -0.1, -0.3], [0.2, 0.3, 0.3], [-0.6, -0.5, -0.2], [-0.3, -0.1, 0.2], [0.2, 0.6, -0.4], [-0.9, 0.1, 0.0], [-0.5, -0.2, -0.1], [-0.4, 0.4, -0.1], [1.9, 0.0, 1.3], [0.0, 0.2, 0.1], [-0.2, -0.1, -0.1], [-0.7, -0.4, -0.7], [0.0, 0.1, 0.2], [-0.3, 0.2, 0.0], [0.0, -0.1, 0.2], [-0.2, -0.4, -0.1], [-1.1, 1.2, 0.6], [0.2, 0.3, 0.1], [0.3, 0.2, -0.1], [-0.3, -0.1, 0.3], [-0.6, 0.1, 0.0], [-0.3, 0.0, 0.3], [-1.0, -0.5, -3.0], [-0.1, 0.1, 1.4], [-0.1, -0.1, 0.2], [0.9, 0.5, 0.3], [2.6, -0.3, -0.3], [0.4, 0.1, -0.1], [0.4, -0.1, 0.1]], "lowdin_charge": [0.11, -0.23, 0.10, -0.03, -0.07, 0.08, 0.11, -0.24, -0.30, -0.08, 0.11, -0.08, 0.08, -0.08, -0.04, -0.08, 0.09, -0.13, -0.17, 0.07, 0.03, 0.11, 0.09, 0.12, 0.12, -0.01, 0.12, 0.11, -0.05, -0.12, -0.30, -0.28, -0.11, -0.08, 0.68, 0.10, 0.12, 0.95, -0.08, 0.12, 0.09, 0.10, -0.21, -0.07, 0.11, 0.11, 0.11, 0.07, 0.02, 0.03, 0.09, -0.10, -0.22, -0.08, 0.11], "total_charge": 1, "homo_ev": [-7.0, -11.5], "multiplicity": 3}

Entry 3:
{"formula": "C2H9NO3", "method": "ωB97M-V with the def2-TZVPD basis set", "symbols": ["N", "H", "H", "H", "O", "C", "H", "H", "H", "H", "H", "C", "O", "O", "H"], "xyz": [[-1.959273, 1.075582, 1.352104], [-0.869953, 0.150600, 2.830509], [3.350673, -0.534776, 0.990464], [-2.906109, 1.291497, 1.102174], [0.335411, -1.315216, -4.441193], [-1.548152, -0.180271, 2.054202], [3.667742, -1.321493, -0.250989], [0.506746, -1.342139, -5.384625], [-0.870885, -0.692664, 1.377224], [1.044167, -0.759443, -4.101298], [-1.221212, 2.778895, 0.349276], [-0.938400, 1.759028, 0.723399], [3.711152, -1.381111, 0.704478], [0.141594, 1.274142, 0.500295], [-2.443502, -0.802637, 2.193975]], "forces_ev_per_angstrom": [[1.4, 0.0, 0.2], [-0.6, -0.5, 1.0], [0.0, 0.0, 0.1], [-0.1, 0.1, 0.3], [0.1, 0.1, 0.1], [-0.3, 0.9, -2.0], [0.0, -0.1, -0.2], [-0.1, -0.1, -0.2], [-0.1, -0.4, -0.2], [-0.1, 0.0, 0.1], [0.0, -0.6, 0.3], [-1.7, -0.1, -0.7], [0.0, 0.2, 0.1], [0.8, 0.2, 0.5], [0.6, 0.3, 0.8]], "lowdin_charge": [-0.04, 0.08, 0.03, 0.11, -0.06, -0.06, 0.03, 0.03, 0.07, 0.03, 0.13, -0.39, -0.06, 0.01, 0.09], "total_charge": 0, "homo_ev": -9.8, "smiles": "CNC=O.O.O"}

Entry 4:
{"formula": "C24H68N6O7", "method": "ωB97M-V with the def2-TZVPD basis set", "symbols": ["H", "H", "H", "H", "H", "H", "H", "C", "H", "H", "H", "C", "O", "H", "C", "C", "H", "H", "H", "H", "C", "C", "C", "H", "H", "H", "C", "H", "N", "H", "H", "C", "O", "N", "H", "C", "H", "H", "H", "O", "H", "H", "C", "H", "H", "H", "H", "C", "H", "C", "C", "H", "O", "N", "H", "H", "H", "H", "H", "H", "H", "O", "C", "C", "C", "H", "H", "H", "H", "O", "H", "H", "H", "H", "C", "H", "H", "H", "H", "O", "H", "H", "H", "C", "C", "H", "H", "H", "H", "C", "C", "H", "H", "C", "H", "H", "H", "H", "N", "H", "H", "N", "C", "N", "H"], "xyz": [[1.018248, 5.104714, 0.135371], [0.426248, 4.581714, -2.555629], [3.688248, 0.199714, 1.388371], [-1.259752, -2.013286, -2.145629], [-1.006752, 1.366714, 1.065371], [2.279248, -0.357286, -1.806629], [2.181248, 0.665714, -3.735629], [-1.834752, 1.791714, -2.434629], [1.737248, -2.405286, -3.807629], [4.642248, 2.214714, 3.120371], [1.195248, 2.270714, -1.624629], [-4.224752, 1.860714, -2.267629], [-3.082752, -1.487286, -0.414629], [-1.679752, 2.674714, 3.650371], [1.430248, -1.336286, -4.025629], [4.261248, 2.751714, 2.456371], [-0.382752, 2.647714, -0.991629], [3.662248, 0.158714, -2.016629], [0.474248, -1.037286, -3.444629], [-1.804752, 0.834714, -1.842629], [3.801248, -0.507286, -4.840629], [2.634248, -0.349286, -3.750629], [-4.834752, 1.350714, 3.725371], [-1.258752, -0.617286, -0.141629], [-2.592752, -4.315286, -1.109629], [-5.567752, 0.883714, 4.414371], [-2.447752, 2.091714, 3.326371], [-1.857752, 1.352714, -3.325629], [0.428248, -2.646286, -1.085629], [3.923248, 3.610714, 2.991371], [4.831248, 3.322714, 1.608371], [-0.623752, 2.536714, -2.054629], [0.996248, -1.063286, -5.330629], [3.224248, -2.383286, 1.343371], [-4.669752, 0.393714, 3.264371], [1.084248, -3.558286, 2.184371], [-1.306752, 4.534714, -2.235629], [2.836248, 3.718714, -0.034629], [-1.562752, -5.614286, 2.523371], [-3.070752, 2.622714, -2.282629], [1.168248, -3.245286, 3.223371], [-4.697752, 1.618714, -3.344629], [2.213248, 3.174714, 0.833371], [0.066248, 1.318714, 2.485371], [-3.367752, 1.521714, 5.221371], [0.799248, -0.022286, 0.044371], [0.810248, -3.220286, -0.333629], [0.575248, 4.687714, 1.077371], [-0.251752, 4.329714, 1.199371], [2.548248, -3.780286, 1.731371], [-0.838752, 0.879714, 2.103371], [-5.321752, 2.010714, 2.974371], [1.394248, -0.208286, -0.514629], [0.649248, 1.783714, -2.244629], [2.154248, 2.004714, 2.531371], [-3.304752, 0.305714, 0.542371], [-0.955752, -1.975286, -5.180629], [-4.989752, 2.638714, -1.934629], [3.193248, -5.459286, 2.818371], [-4.418752, 0.895714, -1.641629], [3.332248, -0.825286, -5.670629], [-1.923752, 0.790714, 2.994371], [3.390248, -4.491286, 2.857371], [-3.591752, 1.991714, 4.298371], [-0.997752, -2.593286, -1.144629], [0.401248, 0.976714, -1.754629], [2.474248, 0.708714, 0.404371], [-0.376752, -0.069286, 2.037371], [-0.808752, -4.757286, 3.867371], [0.483248, -4.866286, 2.229371], [1.629248, 2.505714, 0.595371], [0.603248, -2.838286, 1.495371], [-4.318752, 3.456714, 5.687371], [-2.693752, 2.577714, 2.418371], [-0.900752, -4.752286, 2.840371], [-1.368752, -4.494286, -0.296629], [0.358248, 5.489714, 1.654371], [-1.306752, -4.488286, -2.024629], [-0.593752, -1.449286, -6.601629], [1.602248, 4.133714, 1.708371], [3.404248, -1.503286, -2.302629], [3.126248, -1.663286, 2.194371], [2.744248, -2.013286, 0.583371], [-0.545752, 3.938714, -2.733629], [-0.016752, -1.895286, -5.743629], [4.662248, -1.347286, -4.714629], [-4.538752, 3.910714, 4.217371], [0.406248, -2.830286, -6.114629], [-3.212752, -0.858286, 1.633371], [-3.662752, -0.725286, 0.605371], [-1.688752, -4.078286, -1.111629], [4.299248, -4.525286, 2.475371], [-1.422752, -2.196286, 0.883371], [2.990248, 2.165714, 1.840371], [2.677248, -4.400286, 0.946371], [-0.740752, 4.053714, -3.810629], [4.203248, 0.269714, -5.045629], [-1.414752, -4.028286, 2.315371], [-3.944752, 3.291714, 4.811371], [3.299248, -4.142286, 3.938371], [-4.737752, -0.652286, 0.624371], [3.393248, 1.105714, 0.994371], [-1.695752, -1.673286, -0.112629], [3.084248, -0.568286, -2.459629], [0.828248, -1.752286, -0.992629]], "forces_ev_per_angstrom": [[-1.7, -0.5, -0.1], [-1.5, -1.8, -0.1], [0.2, 1.0, 0.5], [0.4, -1.5, 1.4], [-0.3, -0.8, 1.5], [-0.8, -0.7, 0.8], [0.4, -0.5, -0.5], [-1.7, 0.3, 4.2], [-0.5, 0.9, -0.4], [4.2, -5.0, 5.0], [2.3, 1.0, 1.5], [-4.4, 0.2, -1.3], [0.5, -1.3, 0.8], [2.3, 1.6, 1.8], [-0.8, 1.1, 1.0], [-4.4, 6.8, -6.6], [-2.4, 0.9, 0.5], [0.8, -0.4, -0.7], [2.0, -0.7, 0.3], [-0.8, 0.8, 0.5], [-3.2, -10.2, 5.4], [-0.5, 0.0, -4.1], [-1.0, -1.3, -0.8], [-0.1, -1.4, 0.3], [-8.5, -0.3, -0.2], [0.1, 1.5, 0.5], [-0.7, -2.3, -0.6], [0.3, -0.9, -4.6], [-0.3, -2.7, 0.0], [-0.4, 0.9, 0.8], [-0.2, -2.0, 1.6], [2.6, 2.7, -0.8], [0.8, 0.3, -0.1], [0.1, -1.5, 4.6], [1.0, -0.4, -1.1], [1.2, -1.5, -0.3], [-0.2, 0.2, -0.1], [-1.3, -1.4, 1.9], [1.4, 0.1, 0.5], [2.8, -2.2, 0.5], [-0.3, 0.9, 0.0], [1.6, 0.2, 1.8], [8.1, 6.1, 4.4], [0.1, 1.6, 0.9], [1.0, -1.3, 0.5], [-7.2, 2.1, 6.5], [-0.5, 0.0, -0.3], [8.0, 5.9, -3.0], [-9.3, -5.8, -0.4], [0.9, 4.1, 4.0], [0.3, 0.7, -0.9], [0.1, -0.4, 0.6], [7.5, -2.1, -6.5], [-2.1, -0.2, -3.8], [0.4, -0.4, 0.5], [-0.1, 0.6, -0.7], [0.8, -0.5, 1.5], [0.6, -1.2, 0.0], [-1.8, -4.5, 0.3], [1.3, 1.7, -0.8], [-1.7, -1.1, -3.1], [0.0, 0.6, -0.2], [-3.5, 4.3, 1.2], [-2.0, 0.7, 0.6], [-3.5, 0.9, -1.9], [0.6, -2.1, 0.9], [2.7, 1.0, 1.3], [-0.5, -1.7, -0.8], [0.0, 0.6, 2.2], [-2.4, 0.7, 0.4], [-6.8, -5.9, -3.8], [-0.2, -0.3, 0.7], [-0.4, -0.7, 2.2], [-1.1, 0.5, -1.3], [1.7, -3.2, -3.3], [2.8, -2.8, 4.6], [-0.3, 3.7, 1.7], [0.7, -0.9, -0.2], [1.4, 0.0, 0.0], [3.0, -3.0, 0.6], [0.5, -0.5, 0.4], [0.0, -2.2, -2.5], [-1.3, 1.1, -1.5], [1.0, 1.5, 0.9], [-2.0, 0.0, -2.5], [-2.1, 1.8, 0.6], [0.9, -1.1, 0.1], [-0.4, -0.4, 0.4], [-0.8, -1.1, -0.8], [1.5, 1.7, 1.7], [7.3, 5.7, -4.5], [4.8, 0.7, -1.0], [-1.1, 1.2, -0.8], [1.1, 2.0, -1.4], [-0.1, -1.7, -3.0], [0.0, -0.8, 0.3], [5.2, 9.9, -2.1], [-0.8, 2.5, -0.3], [0.2, 3.0, -2.9], [0.2, 0.0, -1.6], [-0.3, -0.7, -0.3], [-2.8, -3.3, -2.9], [1.3, 0.2, 0.3], [0.0, 1.0, 3.7], [0.5, 1.7, 0.3]], "lowdin_charge": [0.13, 0.10, 0.04, 0.15, 0.12, 0.07, 0.14, -0.13, 0.15, -0.02, 0.02, -0.18, -0.17, 0.09, -0.17, -0.04, 0.11, 0.18, 0.14, 0.13, 0.03, -0.31, -0.06, 0.10, -0.01, 0.09, -0.16, 0.08, 0.06, 0.06, 0.13, -0.40, -0.19, 0.04, 0.05, -0.22, 0.06, 0.18, 0.11, -0.17, 0.12, 0.11, -0.15, 0.07, 0.13, -0.17, 0.06, -0.15, 0.00, -0.31, -0.13, 0.09, -0.31, 0.07, 0.12, 0.07, 0.09, 0.09, 0.02, 0.10, 0.03, -0.16, -0.04, -0.42, -0.37, 0.00, 0.08, 0.07, 0.06, -0.19, -0.02, 0.09, 0.04, 0.12, -0.03, 0.00, 0.07, 0.08, 0.10, -0.14, 0.16, 0.11, -0.04, -0.05, -0.14, 0.15, 0.10, 0.09, 0.09, -0.15, 0.03, 0.02, 0.13, -0.43, 0.09, 0.07, -0.04, 0.03, 0.03, 0.12, 0.09, -0.01, -0.22, 0.17, -0.03], "total_charge": 0, "homo_ev": -8.5}